Entry 1:
84
Properties=species:S:1:pos:R:3:forces:R:3 method="wB97M-V/def2-TZVPD" total_charge=0 gap_ev=6.495 e_tot_ev=-181392.40498 homo_energy_ha=-0.2343 e_above_lowest_kcal_mol=17.5
K -3.5062 -3.5151 21.1087 0.14 0.29 0.02
Br -0.2705 3.8967 20.9127 -0.06 -0.29 0.06
C -2.1615 3.6956 20.7148 0.69 0.27 0.41
C -2.9036 3.0998 21.7183 -0.51 0.41 -0.37
C -4.2975 3.0798 21.5568 -0.03 -0.89 1.56
C -4.8827 3.6883 20.4658 -0.37 0.36 -0.73
C -4.0970 4.2509 19.4677 0.44 -0.30 -0.04
C -2.7190 4.2485 19.5803 0.21 -0.62 -1.39
N -6.2941 3.8630 20.1823 -0.95 -1.20 0.44
N -7.1145 2.9163 20.2933 1.77 0.07 0.22
C -6.5672 1.5933 20.6846 0.03 1.09 -1.25
C -6.9368 1.0957 21.8784 -0.66 -1.32 1.46
C -6.5035 -0.1585 22.3492 -0.01 1.73 -1.17
C -5.7046 -1.0021 21.5707 -0.22 0.05 0.41
O -5.5077 -2.1815 21.9794 0.90 -0.47 -0.56
C -5.1956 -0.4259 20.2892 -0.96 -0.38 0.48
N -4.4373 -1.2135 19.4986 0.93 0.36 -0.78
C -3.9912 -0.7495 18.3218 -0.59 -1.35 1.19
C -4.3583 0.4967 17.8100 -0.07 0.27 0.43
C -5.1797 1.2934 18.5692 -0.36 -0.48 1.31
C -5.6655 0.8450 19.8731 0.54 0.68 -1.63
H -2.4141 2.6792 22.5904 -0.18 0.01 -0.15
H -4.8997 2.5083 22.3087 0.59 0.87 -0.79
H -4.5849 4.5379 18.5469 0.01 0.40 0.04
H -2.0744 4.4349 18.6887 -0.60 0.39 1.03
H -7.6222 1.6053 22.5554 0.08 0.35 -0.43
H -6.8846 -0.4630 23.2895 -0.12 -0.61 0.69
H -3.3772 -1.4738 17.7715 -0.14 0.52 0.03
H -3.9676 0.8130 16.8546 -0.07 0.12 -0.08
H -5.4520 2.2827 18.2364 -0.16 -0.02 -0.19
O -1.1429 -4.1308 22.3437 -0.26 0.21 -0.58
C 0.2373 -3.7973 22.4507 -0.81 0.61 0.50
C 1.0548 -4.3392 21.3127 -0.68 -0.42 0.27
C 0.5159 -3.9939 19.9179 -2.63 0.46 0.88
C 0.4682 -2.4960 19.6543 0.10 -1.36 -0.35
C 1.6111 -1.8804 19.1882 -0.74 0.87 0.11
C 1.5655 -0.4942 19.0459 1.09 1.06 0.10
C 0.4003 0.1889 19.3003 -0.64 -0.01 -0.28
C -0.6963 -0.5865 19.6902 -2.14 2.99 0.31
N -0.7017 -1.8707 19.8710 0.64 -1.28 0.35
H -1.3368 -4.8563 22.9326 -0.37 -0.45 0.47
H 0.5295 -4.1031 23.4578 0.66 -0.13 -0.21
H 0.2663 -2.7071 22.4463 0.19 0.15 -0.09
H 1.1366 -5.4269 21.4303 0.11 0.13 -0.19
H 2.0239 -3.8949 21.4124 0.90 0.08 0.01
H -0.5789 -4.3362 19.7833 1.81 0.10 0.27
H 1.1601 -4.5136 19.2623 0.49 -0.39 -1.22
H 2.4291 -2.5027 18.9035 0.72 -0.03 0.09
H 2.4328 0.1632 18.8542 -0.21 -0.92 -0.36
H 0.3034 1.2792 19.1249 0.10 -0.89 0.42
H -1.6722 -0.0399 19.9610 1.43 -0.91 -0.74
C -6.7762 -5.1658 25.1358 0.11 -0.52 -0.12
C -6.0328 -4.1364 24.3452 1.03 1.65 -0.64
N -4.8282 -3.5425 25.0547 -0.33 -0.78 0.45
C -3.6754 -4.2468 25.2473 -0.76 -0.47 -0.98
S -3.4578 -5.6219 24.2943 0.88 -0.32 -0.10
N -2.7447 -3.8429 26.1358 -1.71 1.54 0.39
C -2.9665 -2.7779 27.1424 -0.61 -0.67 0.53
C -3.7616 -3.2492 28.3923 -0.05 -0.67 0.09
H -7.5204 -5.6082 24.4809 -0.31 -0.01 -0.03
H -7.2875 -4.7294 25.9983 0.13 -0.10 -0.02
H -6.1243 -5.9850 25.4279 0.07 -0.01 0.26
H -6.6873 -3.2882 24.1227 0.20 0.09 0.23
H -5.6918 -4.4036 23.3359 -0.14 -0.42 0.58
H -5.1187 -3.0582 25.8778 -0.16 0.71 0.36
H -2.0180 -4.4853 26.2963 0.86 -0.76 0.06
H -3.5275 -1.9649 26.6564 0.67 -0.05 0.17
H -1.9938 -2.4580 27.5066 0.02 0.28 -0.45
H -4.8332 -3.2710 28.2028 -0.13 -0.12 -0.14
H -3.6517 -2.6141 29.2880 0.30 -0.03 -0.57
H -3.4724 -4.2820 28.6846 -0.06 0.62 -0.19
Cl -1.0257 -0.9653 25.2550 0.26 0.19 0.79
C -1.7599 -0.9840 23.6789 -0.33 -2.67 -0.96
Cl -0.9540 0.1273 22.6046 -0.21 0.51 0.04
H -2.8531 -0.9055 23.7519 0.40 0.74 -0.08
H -1.5882 -2.0315 23.2671 -0.14 1.35 0.46
S -6.9041 -6.4159 18.5419 0.39 0.92 0.55
C -7.4400 -4.7625 18.4534 0.73 -1.34 0.24
C -6.6684 -3.9530 19.1922 0.51 -0.39 0.46
N -5.6585 -4.6007 19.8460 0.83 -0.98 0.39
C -5.6365 -5.8856 19.6235 -1.53 1.10 -0.89
H -8.2739 -4.5407 17.8798 -1.34 0.49 -0.94
H -6.7534 -2.9012 19.3678 -0.19 0.38 -0.14
H -4.9682 -6.5712 20.0795 0.55 -0.45 0.25

---

Entry 2:
25
Properties=species:S:1:pos:R:3:forces:R:3 method="wB97M-V/def2-TZVPD" total_charge=+1 gap_ev=4.105 e_tot_ev=-10474.14033 homo_energy_ha=-0.4992 e_above_lowest_kcal_mol=202.8
N 1.6409 -0.2364 -0.3199 1.85 -0.07 -0.63
C 0.9565 -1.3803 0.0523 -1.06 -1.46 -1.16
C -0.5436 -1.2466 -0.2951 -1.02 -0.61 -0.12
C -0.7076 -1.2797 -1.8228 0.36 -0.83 0.50
C -1.4312 -2.3404 0.3670 -0.16 1.86 0.11
C 0.8362 2.5431 1.8691 -1.14 3.54 -1.21
N -0.5869 2.5038 1.4213 0.15 1.17 1.26
H 2.6575 -0.3391 -0.5825 -1.38 0.14 0.47
H 1.0894 0.3587 -0.9630 -0.16 1.46 0.32
H 1.3567 2.5851 0.8868 0.34 -0.83 0.81
H 1.4257 -2.2853 -0.4406 -0.10 0.52 0.61
H -0.8420 -0.2643 0.0857 -0.20 -0.10 -0.05
H -0.0859 -0.4413 -2.1645 -0.64 -0.65 -1.06
H -1.7599 -1.2005 -2.1298 0.38 0.51 0.16
H -0.3953 -2.2994 -2.1734 0.13 1.04 0.05
H -2.4703 -2.2397 -0.1229 1.36 -0.02 1.58
H -1.2909 -2.2533 1.4912 -1.03 -0.17 -1.27
H -1.0924 -3.2962 0.0760 0.51 -1.28 -0.31
H 1.0197 3.5971 2.2614 -0.03 -1.58 0.23
H 1.1511 1.7670 2.5401 0.00 -0.38 0.23
H -1.2790 3.2788 1.7140 1.78 -1.62 -0.44
H -0.5494 2.3585 0.4292 -0.90 -0.85 -1.28
H 0.0175 2.1896 -1.9971 0.02 0.44 -0.56
H 0.9198 -1.6245 1.1088 0.56 0.08 0.85
O -0.0364 1.5451 -1.2912 0.37 -0.31 0.90

---

Entry 3:
83
Properties=species:S:1:pos:R:3:forces:R:3 method="wB97M-V/def2-TZVPD" total_charge=0 gap_ev=8.663 smiles="CCCNC1=C(OCC)C(=O)OC1=O.CCOC(C)=O.CCOC(C)=O.CCOC(C)=O.CCOC(C)=O" e_tot_ev=-52714.51092 homo_energy_ha=-0.3221
C -3.8757 -3.7804 1.8380 -0.14 0.02 -0.46
C -4.2185 -4.9369 0.8929 0.48 0.29 0.47
C -3.0742 -5.9565 0.8606 -0.71 -0.22 -0.43
N -3.4249 -7.1407 1.6630 0.78 0.53 0.08
C -2.4107 -7.7073 2.4119 -0.46 -0.51 -0.05
C -1.0814 -7.7950 2.2532 -0.23 0.48 0.32
O -0.3519 -7.3328 1.2359 0.11 -0.35 0.15
C 0.8335 -6.6005 1.5942 0.43 0.38 0.18
C 0.5641 -5.1188 1.5625 -0.17 -0.29 -0.15
C -0.5471 -8.5619 3.4085 1.52 -0.37 0.19
O 0.5889 -8.9050 3.6302 -1.28 0.30 -0.16
O -1.5896 -8.9004 4.2448 -0.19 0.04 0.08
C -2.7498 -8.3847 3.6961 -2.24 -0.10 0.50
O -3.8497 -8.4740 4.2113 2.49 -0.05 -0.77
H -4.7698 -3.2779 2.1841 -0.21 0.11 0.21
H -3.2982 -4.1253 2.6866 0.00 -0.10 0.36
H -3.2869 -3.0446 1.3027 0.23 0.09 0.01
H -4.3971 -4.5235 -0.0906 -0.12 -0.01 -0.32
H -5.1193 -5.4233 1.2409 -0.26 -0.27 -0.07
H -2.8371 -6.2566 -0.1559 0.09 -0.01 -0.26
H -2.1889 -5.4927 1.2623 0.32 -0.01 0.19
H -3.9321 -7.8280 1.1289 -0.38 -0.07 0.16
H 1.5933 -6.8796 0.8778 0.10 -0.09 -0.29
H 1.2106 -6.8801 2.5691 -0.14 -0.37 0.22
H -0.2283 -4.8600 2.2556 -0.26 0.08 0.08
H 1.4364 -4.5598 1.8704 0.31 0.13 -0.09
H 0.2834 -4.8391 0.5552 -0.11 0.37 -0.12
C -1.1827 0.2928 3.2385 -0.15 0.03 -0.09
C -0.4494 -0.4436 2.1359 -0.02 0.12 0.27
O -1.3487 -1.2116 1.3280 0.15 -0.24 -0.02
C -2.0191 -0.7033 0.2820 -0.12 0.29 0.08
C -2.0425 0.7914 0.0704 0.43 0.02 -0.19
O -2.6375 -1.4532 -0.4237 -0.05 -0.14 -0.13
H -1.8892 1.0217 2.8401 0.06 0.05 -0.01
H -0.4740 0.8176 3.8799 0.02 -0.01 0.00
H -1.7509 -0.4117 3.8463 0.05 -0.03 0.03
H 0.1554 0.2208 1.5188 -0.04 0.00 -0.03
H 0.2345 -1.1701 2.5646 0.00 -0.08 -0.10
H -2.9269 1.2068 0.5502 -0.01 0.02 0.01
H -2.0980 0.9831 -0.9975 -0.21 -0.05 -0.01
H -1.1579 1.3033 0.4405 -0.10 0.05 0.14
C 4.9791 -0.1388 3.8311 -0.01 0.02 -0.14
C 3.9825 -1.2507 4.0818 0.19 0.09 0.10
O 2.9892 -1.3200 3.0543 -0.22 -0.03 0.15
C 3.1650 -1.9974 1.9029 0.28 0.11 -0.13
C 4.5415 -2.4995 1.5364 0.01 -0.33 0.24
O 2.2272 -2.1276 1.1680 -0.13 -0.02 -0.08
H 5.5433 -0.3025 2.9129 0.04 -0.05 0.03
H 5.6842 -0.0671 4.6591 -0.01 0.00 0.02
H 4.4605 0.8143 3.7300 -0.02 0.01 0.06
H 4.4657 -2.2192 4.2151 0.01 0.00 -0.05
H 3.4265 -1.0499 4.9956 -0.09 -0.01 -0.04
H 5.0297 -1.7534 0.9113 0.00 0.02 0.00
H 4.4246 -3.4149 0.9622 -0.06 0.08 -0.13
H 5.1777 -2.7250 2.3887 0.04 0.14 -0.02
C 0.3754 3.8549 -2.8774 0.08 0.19 0.14
C -1.1153 3.5839 -2.7768 0.36 0.13 -0.10
O -1.6724 4.0744 -1.5504 -0.11 -0.37 0.04
C -2.1096 5.3323 -1.3653 0.10 0.16 -0.06
C -1.7934 6.3882 -2.3909 -0.33 -0.05 -0.32
O -2.6971 5.5905 -0.3517 -0.06 -0.01 0.15
H 0.6438 4.9155 -2.9105 -0.30 -0.24 -0.05
H 0.7737 3.3924 -3.7820 -0.01 -0.06 0.02
H 0.8796 3.4220 -2.0115 0.00 -0.10 -0.05
H -1.6670 3.9611 -3.6392 -0.02 0.10 0.05
H -1.2802 2.5079 -2.7445 -0.10 0.01 0.07
H -0.8817 6.8978 -2.0916 0.11 0.00 -0.02
H -2.6153 7.1008 -2.4018 0.05 0.04 0.15
H -1.6701 6.0076 -3.4018 0.17 -0.03 0.04
C 2.5478 8.6084 -7.1899 0.09 -0.03 0.11
C 1.1744 8.2451 -6.6667 0.10 0.13 -0.17
O 1.2455 7.3318 -5.5668 -0.21 -0.17 -0.11
C 1.4159 7.7252 -4.2954 0.23 0.16 0.05
C 1.8036 9.1535 -3.9990 -0.36 0.17 -0.02
O 1.3114 6.9049 -3.4242 0.03 0.08 0.05
H 3.1413 9.1288 -6.4381 -0.04 0.06 -0.01
H 2.4621 9.2520 -8.0653 -0.02 0.00 -0.01
H 3.0930 7.7076 -7.4700 -0.03 -0.01 -0.05
H 0.5859 9.1234 -6.3993 0.03 0.01 0.04
H 0.6145 7.7146 -7.4343 -0.02 -0.08 0.05
H 2.8885 9.2115 -3.9247 0.02 -0.01 -0.01
H 1.3721 9.4293 -3.0402 0.11 -0.10 0.08
H 1.4553 9.8733 -4.7352 0.13 -0.03 -0.06